This record from OMol25 describes C51H47AsN4O2RuS2 as an isolated structure. The level of theory is ωB97M-V with the def2-TZVPD basis set.

```
108
Properties=species:S:1:pos:R:3:forces:R:3:mulliken_spin:R:1
Ru 12.047 16.943 11.657 0.0 2.6 -1.2 2.705
O 12.067 17.864 16.557 0.7 -0.2 -0.1 0.012
C 13.389 17.666 16.770 -0.6 0.0 0.1 -0.016
C 13.906 17.608 18.071 0.1 0.1 0.0 0.014
C 15.263 17.381 18.257 -0.6 0.0 0.5 -0.001
C 16.098 17.228 17.170 1.0 0.1 -0.7 0.002
C 15.611 17.334 15.867 0.0 -0.1 0.5 -0.007
C 14.234 17.506 15.664 0.5 -0.2 0.4 0.011
C 13.652 17.460 14.314 1.0 0.4 -1.7 -0.023
O 12.411 17.675 14.096 -0.3 -0.4 -0.1 0.048
N 14.541 17.244 13.364 1.1 0.6 1.9 -0.005
N 14.142 17.137 12.103 1.7 -1.5 -3.4 0.016
C 15.193 16.984 11.264 -2.2 1.0 1.7 0.030
S 15.247 16.310 9.675 -0.6 -0.1 -0.1 0.002
C 16.690 17.261 9.153 -0.5 0.2 -0.8 0.000
C 17.640 17.474 10.290 0.2 -0.5 0.6 0.000
S 16.698 17.627 11.817 0.7 0.4 1.1 0.005
H 12.008 17.823 15.535 -0.7 0.1 0.6 -0.002
H 13.250 17.753 18.923 -0.1 0.0 -0.2 -0.001
H 15.657 17.327 19.275 -0.1 0.0 -0.3 0.000
H 17.169 17.050 17.326 -0.4 0.1 -0.1 0.000
H 16.296 17.278 15.018 -0.4 -0.1 0.3 0.000
H 16.338 18.208 8.739 0.0 0.0 0.1 0.000
H 17.137 16.703 8.338 0.1 -0.1 -0.1 0.000
H 18.220 18.382 10.180 0.0 0.2 -0.1 0.000
H 18.347 16.655 10.418 -0.1 -0.2 -0.2 0.000
C 11.532 15.044 8.962 0.1 -0.4 0.3 0.018
C 11.934 16.416 8.611 0.4 1.4 -1.1 0.044
C 12.134 16.922 7.319 -0.8 -2.0 0.7 0.009
C 12.562 18.223 7.445 0.8 1.7 0.8 0.039
C 12.660 18.518 8.810 -0.5 -1.4 -1.7 0.020
C 13.183 19.802 9.291 0.2 0.2 0.4 0.001
N 12.247 17.407 9.528 0.1 0.4 0.2 0.016
H 11.301 14.488 8.053 0.0 0.0 0.0 0.000
H 10.669 15.032 9.631 0.0 -0.2 0.0 0.005
H 12.357 14.545 9.481 -0.2 -0.2 -0.1 0.005
H 11.982 16.335 6.419 0.0 0.2 0.1 0.000
H 12.817 18.938 6.666 0.0 -0.2 0.1 0.000
H 13.675 20.278 8.425 -0.1 0.0 0.5 -0.001
H 13.900 19.642 10.114 -0.2 0.4 -0.2 0.008
H 12.364 20.448 9.616 0.2 0.3 0.2 0.002
C 13.074 24.607 11.675 0.7 0.1 -0.1 -0.001
C 11.829 24.126 11.337 -0.7 -0.1 -0.4 0.005
C 11.541 22.765 11.448 0.2 0.1 0.2 0.024
C 12.498 21.904 11.972 -0.2 -0.5 -0.2 0.047
C 13.770 22.383 12.243 0.4 0.0 0.3 -0.007
C 14.078 23.724 12.078 -0.5 0.1 0.0 0.002
As 12.156 19.977 12.454 -1.1 1.2 0.7 -0.011
C 10.191 20.209 12.513 0.2 -0.8 -3.9 0.325
C 9.339 20.180 11.398 2.8 -0.3 1.3 -0.108
C 7.992 20.483 11.551 -1.1 -0.2 -1.6 0.467
C 7.489 20.788 12.804 0.3 0.7 2.7 -0.056
C 8.330 20.852 13.915 -3.5 0.3 -0.5 0.344
C 9.700 20.546 13.790 3.8 0.6 4.0 0.190
C 10.746 20.669 14.834 -3.5 -0.4 -3.5 0.083
C 10.532 21.042 16.160 0.1 0.5 2.1 0.310
C 11.610 21.214 17.017 -1.7 0.0 -0.1 -0.095
C 12.898 21.007 16.585 0.8 0.1 0.0 0.297
C 13.136 20.645 15.262 -0.5 -0.4 -1.4 -0.112
C 12.063 20.454 14.386 2.4 -0.2 -0.1 0.225
H 13.299 25.665 11.582 -0.1 -0.1 0.0 0.000
H 11.059 24.801 10.950 0.3 -0.2 0.2 0.001
H 10.571 22.389 11.149 0.0 0.0 0.1 -0.003
H 14.523 21.699 12.640 0.0 0.1 -0.2 -0.002
H 15.073 24.089 12.269 0.2 0.0 0.1 0.000
H 9.734 19.939 10.414 0.0 0.0 0.2 -0.029
H 7.318 20.452 10.686 0.3 0.0 0.4 -0.005
H 6.426 21.024 12.907 0.4 -0.1 0.1 0.004
H 7.890 21.105 14.880 0.2 -0.1 -0.2 0.034
H 9.528 21.184 16.545 0.0 0.0 -0.1 0.020
H 11.429 21.504 18.043 -0.1 0.0 0.1 0.002
H 13.718 21.121 17.278 0.2 0.0 0.0 0.009
H 14.165 20.489 14.937 -0.2 0.0 0.0 -0.001
C 12.232 15.152 11.968 -0.4 -3.2 1.3 -0.134
C 12.238 13.945 12.214 0.4 1.0 -0.4 0.201
C 12.302 12.543 12.247 0.0 -3.0 -0.2 0.010
C 12.083 11.740 13.395 -0.1 0.9 0.4 0.024
C 12.068 10.348 13.383 0.1 -0.1 0.0 0.002
C 12.275 9.628 12.210 -0.1 0.6 0.2 0.002
C 12.511 10.364 11.059 0.1 0.3 0.0 0.000
C 12.545 11.754 11.081 0.2 0.9 -0.2 0.008
H 11.915 12.263 14.340 0.0 -0.2 -0.2 -0.001
H 11.917 9.806 14.316 0.0 0.2 -0.1 0.000
H 12.271 8.547 12.193 0.0 0.0 0.0 0.000
H 12.696 9.867 10.117 0.0 0.0 0.0 0.000
H 12.805 12.263 10.151 -0.2 0.0 0.2 0.000
C 9.431 15.414 16.584 0.1 0.4 -0.5 0.001
N 9.200 16.192 15.382 -0.6 -0.3 -0.2 0.002
C 8.923 17.604 15.620 0.1 -0.4 -0.2 0.028
C 9.923 15.756 14.187 0.5 0.3 0.3 0.061
C 9.307 16.238 12.883 -1.2 0.4 0.2 -0.120
C 7.899 16.238 12.846 0.2 -0.3 0.0 -0.011
C 7.174 16.625 11.731 0.3 0.0 0.4 0.001
C 7.863 17.117 10.636 0.0 0.0 -0.1 0.004
C 9.246 17.202 10.679 0.2 -0.1 -0.3 0.007
C 9.997 16.739 11.775 0.2 0.0 0.3 0.029
H 8.626 15.590 17.297 -0.1 0.0 0.1 -0.001
H 10.373 15.674 17.085 0.1 0.0 0.1 0.000
H 9.446 14.353 16.342 0.0 -0.1 0.0 0.000
H 9.485 17.963 16.491 0.2 0.2 -0.2 -0.004
H 7.854 17.736 15.851 0.1 0.1 -0.1 -0.004
H 9.165 18.211 14.731 -0.1 -0.3 0.4 0.021
H 9.851 14.662 14.204 0.2 0.0 -0.1 -0.002
H 10.990 16.044 14.218 -0.4 -0.3 -0.1 -0.045
H 7.386 15.893 13.734 -0.1 0.0 0.1 0.001
H 6.094 16.559 11.735 0.0 0.0 0.0 -0.001
H 7.306 17.439 9.764 0.1 0.1 -0.1 0.006
H 9.776 17.632 9.826 -0.2 -0.2 0.2 0.002
```
Positions in Å, forces in eV/Å.

Output
LUMO energy (alpha / beta): 0.078 / -0.027 Eh
Multiplicity: 6
Gap between HOMO and LUMO (alpha / beta): 4.4 / 3.6 eV
<S²>: 8.8311
HOMO energy (alpha / beta): -0.0829 / -0.1577 Eh
Total charge: -1

This record from OMol25 describes C51H47BrCaF9N6O4 as an isolated structure. The level of theory is ωB97M-V with the def2-TZVPD basis set.

```
119
Properties=species:S:1:pos:R:3:forces:R:3:mulliken_charge:R:1
Ca 0.489 -0.366 0.745 -0.8 0.2 -0.6 0.847
C -3.712 -0.979 -5.699 0.0 0.0 0.0 -1.505
C -2.533 -1.881 -5.940 0.0 0.0 0.0 0.632
C -2.409 -2.610 -7.114 0.0 0.0 0.0 -0.658
C -1.325 -3.450 -7.344 0.0 0.1 0.1 -0.707
C -0.327 -3.534 -6.386 0.0 0.0 0.0 -0.828
C -0.418 -2.802 -5.211 0.0 0.0 0.0 0.037
C -1.527 -1.992 -4.966 0.0 0.1 0.0 0.233
N -1.660 -1.218 -3.811 -0.1 -0.1 0.0 0.354
C -1.095 -1.406 -2.540 0.2 -0.1 0.0 -0.555
N -0.935 -2.720 -2.236 0.1 0.0 0.2 0.194
C -0.174 -3.384 -1.211 -0.2 0.1 -0.3 0.073
C 0.453 -2.659 -0.206 0.3 -0.3 0.2 -1.232
C 1.205 -3.465 0.670 0.2 -0.1 -0.1 0.785
C 1.304 -4.849 0.582 0.0 0.1 -0.2 -1.305
C 0.604 -5.507 -0.422 0.1 0.0 0.0 -1.108
C -0.145 -4.785 -1.343 0.0 0.0 0.0 1.900
C -0.894 -5.509 -2.436 0.0 0.0 0.0 -1.639
N -0.847 -0.397 -1.776 0.0 0.0 0.0 0.712
C -1.155 0.867 -2.335 0.0 0.0 0.1 -1.091
C -0.173 1.598 -2.997 0.1 0.0 0.0 0.067
C -0.458 2.828 -3.572 0.0 0.0 0.1 -0.759
C -1.740 3.353 -3.479 0.0 0.0 0.0 -1.030
C -2.720 2.628 -2.813 0.0 0.0 0.0 -0.923
C -2.457 1.385 -2.242 0.0 0.0 0.0 2.128
C -3.539 0.615 -1.537 0.0 0.0 0.0 -1.262
H -4.427 -1.056 -6.518 0.0 0.0 0.0 0.404
H -3.418 0.072 -5.618 0.0 0.0 0.0 0.296
H -4.223 -1.233 -4.767 0.0 0.0 0.0 0.312
H -3.189 -2.522 -7.862 0.0 0.0 0.0 0.338
H -1.259 -4.020 -8.262 0.0 0.0 0.0 0.381
H 0.542 -4.158 -6.553 0.0 0.0 0.0 0.404
H 0.385 -2.839 -4.486 0.0 0.0 0.0 0.664
H -2.107 -0.322 -3.923 0.0 0.0 0.0 -0.053
H -1.340 -3.330 -2.923 0.0 0.0 0.0 -0.017
H 1.734 -2.985 1.492 0.1 0.0 0.0 0.246
H 1.904 -5.412 1.289 0.0 0.0 0.0 0.528
H 0.642 -6.589 -0.508 0.0 0.0 0.0 0.242
H -0.808 -6.588 -2.301 0.0 0.0 0.0 0.407
H -0.514 -5.277 -3.437 0.0 0.0 0.0 0.252
H -1.962 -5.265 -2.435 0.0 0.0 0.0 0.355
H 0.823 1.179 -3.046 0.0 0.0 0.0 0.500
H 0.327 3.376 -4.080 0.0 0.0 0.0 0.328
H -1.974 4.316 -3.916 0.0 0.0 0.0 0.433
H -3.726 3.029 -2.738 0.0 0.0 0.0 0.381
H -4.521 1.026 -1.784 0.0 0.0 0.0 0.477
H -3.381 0.668 -0.458 0.0 0.0 0.0 0.006
H -3.528 -0.443 -1.805 0.0 0.0 0.0 0.177
C 1.007 1.778 5.035 -0.2 0.0 0.0 -0.608
O -0.034 1.644 6.031 0.2 0.2 -0.1 -0.665
C -1.190 1.108 5.520 -0.1 -0.2 0.1 0.477
C -2.281 1.904 5.232 0.0 0.0 -0.1 -0.152
C -3.433 1.331 4.714 0.0 0.0 0.0 -0.701
C -3.486 -0.038 4.499 0.0 0.0 0.0 -0.693
C -2.403 -0.842 4.812 -0.2 0.0 0.0 -0.315
C -1.256 -0.272 5.335 0.1 -0.1 0.1 -0.002
N -0.161 -1.037 5.809 -0.1 0.3 -0.1 0.182
C 0.135 -2.317 5.562 0.0 -0.1 0.2 -1.131
C -0.249 -3.103 4.506 -0.1 -0.2 -0.1 1.413
C -0.163 -4.539 4.653 0.1 0.2 0.0 -0.862
C -0.647 -5.363 3.705 -0.1 0.1 -0.3 -1.000
C -1.246 -4.802 2.514 -0.1 -0.3 0.2 -0.064
C -1.269 -3.478 2.273 -0.2 0.1 0.3 -1.115
C -0.657 -2.545 3.210 0.3 -0.7 -0.3 1.060
O -0.399 -1.381 2.898 0.2 0.4 -0.2 0.077
H 1.428 2.779 5.120 0.0 0.1 0.0 0.405
H 0.604 1.624 4.033 0.0 0.0 0.0 0.146
H 1.779 1.046 5.229 0.3 -0.2 0.0 0.230
H -2.199 2.972 5.388 0.0 0.0 0.0 0.445
H -4.272 1.957 4.440 0.0 0.0 0.0 0.343
H -4.364 -0.486 4.053 0.0 0.0 0.0 0.380
H -2.450 -1.909 4.635 -0.1 0.1 0.1 0.558
H 0.367 -0.564 6.529 -0.1 -0.1 0.0 0.382
H 0.720 -2.781 6.355 0.0 0.0 -0.1 0.333
H 0.283 -4.939 5.558 0.0 0.0 0.0 0.341
H -0.578 -6.437 3.818 0.0 0.0 0.0 0.377
H -1.645 -5.478 1.766 0.0 0.0 0.0 0.381
H -1.643 -3.069 1.342 0.0 0.0 0.1 0.469
F 4.466 1.228 0.105 0.2 0.0 -0.1 -0.285
C 4.366 0.943 1.410 -0.3 -0.2 0.0 0.155
F 3.530 1.844 1.936 0.0 0.1 0.1 -0.180
F 5.573 1.149 1.961 0.2 0.1 0.1 -0.329
C 3.805 -0.506 1.603 -0.4 -0.1 -0.3 0.000
O 2.519 -0.513 1.285 1.1 -0.2 0.8 -1.119
C 4.596 -1.487 0.664 -0.1 0.2 0.2 0.450
F 4.132 -1.413 -0.575 0.0 0.0 -0.2 -0.177
F 5.919 -1.231 0.621 0.2 0.1 -0.1 -0.298
F 4.465 -2.754 1.076 -0.1 -0.2 0.0 -0.262
C 4.054 -0.957 3.082 -0.1 0.1 -0.2 0.508
F 3.287 -1.993 3.417 -0.1 -0.1 0.0 -0.180
F 3.764 0.036 3.939 -0.1 0.2 0.2 -0.266
F 5.330 -1.301 3.325 0.2 -0.1 0.0 -0.310
Br -1.596 1.327 1.454 -0.4 0.4 0.2 -0.665
C 2.227 6.266 -0.889 0.1 0.0 0.1 -1.161
N 1.973 4.913 -1.343 -0.4 0.1 -0.1 0.143
N 1.447 3.991 -0.437 0.2 0.1 0.1 1.254
C 1.861 2.715 -0.769 0.0 -0.1 0.0 -0.713
O 1.440 1.697 -0.243 -0.1 -0.2 0.0 0.895
C 2.803 2.901 -1.853 0.0 0.1 -0.1 -0.723
C 2.838 4.221 -2.144 0.2 0.0 -0.1 0.655
C 3.674 4.958 -3.133 0.0 0.0 0.0 -1.831
C 0.394 4.355 0.445 0.1 -0.1 -0.1 -0.935
C 0.617 4.260 1.806 0.0 0.0 0.1 -0.115
C -0.387 4.630 2.685 0.0 0.0 0.0 -0.359
C -1.596 5.107 2.197 0.0 0.0 -0.1 -0.408
C -1.813 5.187 0.827 0.0 -0.1 0.1 -0.845
C -0.820 4.792 -0.057 -0.1 0.1 0.0 0.319
H 1.484 6.533 -0.142 -0.1 0.0 0.0 0.391
H 2.128 6.952 -1.728 0.0 0.0 0.0 0.368
H 3.222 6.373 -0.444 0.0 0.0 0.0 0.312
H 3.338 2.103 -2.340 0.0 0.0 0.0 0.564
H 4.229 4.247 -3.741 0.0 0.0 0.0 0.417
H 4.391 5.615 -2.637 0.0 0.0 0.0 0.371
H 3.056 5.572 -3.791 0.0 0.0 0.0 0.329
H 1.563 3.869 2.158 0.0 0.0 0.0 0.387
H -0.231 4.528 3.753 0.0 0.0 0.0 0.285
H -2.386 5.380 2.886 0.0 0.0 0.0 0.387
H -2.771 5.513 0.444 0.0 0.0 0.0 0.329
H -0.983 4.794 -1.128 0.0 0.0 0.0 0.528
```
Positions in Å, forces in eV/Å.

Output
LUMO energy: 0.076 Eh
Gap between HOMO and LUMO: 6.5 eV
HOMO energy: -0.1626 Eh
Total charge: -1

Computed ΔE to the lowest compared entry with this formula, charge and spin (kJ/mol) in order:
0.00 0.00
Computed F_max (eV/Å) in order:
5.55 1.37